121
Properties=species:S:1:pos:R:3:lowdin_charge:R:1 method="wB97M-V/def2-TZVPD" homo_ev="0.94 / -3.03" s2=0.753 total_charge=-2 spin_multiplicity=2
O 16.125 -21.103 -8.250 0.041
C 15.381 -20.117 -8.043 -0.371
O 15.733 -18.872 -8.064 0.190
B 14.501 -17.958 -8.232 -0.879
O 13.398 -18.830 -8.039 0.223
C 13.796 -20.130 -7.900 -0.332
O 13.049 -21.047 -7.696 0.120
O 14.433 -17.347 -9.568 0.108
C 14.692 -16.030 -9.429 -0.429
O 14.966 -15.259 -10.401 -0.096
C 14.787 -15.708 -7.864 -0.497
O 14.637 -16.828 -7.229 0.150
O 14.922 -14.568 -7.420 -0.031
C 24.437 -21.472 -8.673 -0.083
C 23.418 -20.512 -8.157 -0.349
O 23.813 -19.185 -8.375 -0.201
P 22.617 -17.979 -8.396 0.478
O 23.115 -16.710 -7.774 -0.244
O 22.268 -17.751 -9.898 -0.199
C 23.176 -18.357 -10.846 -0.236
C 22.652 -17.969 -12.220 -0.064
O 21.315 -18.670 -7.797 -0.197
C 20.030 -18.481 -8.364 -0.233
C 19.316 -19.659 -7.834 -0.078
H 24.652 -21.191 -9.704 0.077
H 25.280 -21.541 -7.986 0.076
H 24.073 -22.496 -8.592 0.076
H 22.437 -20.710 -8.588 0.109
H 23.317 -20.763 -7.101 0.120
H 24.173 -18.049 -10.529 0.124
H 22.955 -19.412 -10.687 0.107
H 23.327 -18.224 -13.038 0.070
H 21.756 -18.511 -12.523 0.076
H 22.406 -16.908 -12.251 0.083
H 19.652 -17.526 -8.000 0.127
H 20.122 -18.579 -9.445 0.120
H 18.238 -19.519 -7.905 0.061
H 19.581 -20.652 -8.198 0.079
H 19.309 -19.844 -6.760 0.080
C 18.004 -17.329 -4.601 -0.047
C 18.322 -16.079 -5.417 -0.233
O 19.677 -15.607 -5.130 -0.206
P 20.244 -14.452 -6.111 0.545
O 21.691 -14.726 -6.514 -0.279
O 20.212 -13.014 -5.212 -0.205
C 19.481 -12.993 -3.992 -0.268
C 18.525 -11.757 -3.730 -0.065
O 19.196 -14.199 -7.288 -0.185
C 18.088 -13.376 -7.317 -0.288
C 17.705 -13.369 -8.827 -0.047
H 17.665 -17.102 -3.591 0.040
H 17.218 -17.862 -5.138 0.078
H 18.788 -18.086 -4.620 0.075
H 18.274 -16.405 -6.456 0.105
H 17.693 -15.196 -5.299 0.102
H 18.966 -13.936 -3.808 0.090
H 20.246 -12.773 -3.248 0.106
H 18.258 -11.883 -2.680 0.050
H 18.979 -10.800 -3.985 0.066
H 17.561 -11.701 -4.236 0.058
H 17.186 -13.777 -6.853 0.087
H 18.140 -12.412 -6.811 0.111
H 16.756 -12.833 -8.805 0.062
H 18.314 -12.745 -9.481 0.066
H 17.483 -14.379 -9.170 0.080
C 13.358 -13.843 -4.150 -0.061
C 13.373 -13.656 -2.628 -0.277
O 13.941 -14.768 -2.000 -0.173
P 15.519 -14.913 -1.663 0.539
O 16.526 -15.007 -2.747 -0.214
O 15.515 -16.198 -0.647 -0.197
C 15.599 -17.503 -1.148 -0.307
C 14.330 -18.235 -0.985 -0.084
O 15.882 -13.750 -0.569 -0.196
C 17.189 -13.547 -0.063 -0.289
C 17.632 -14.563 0.933 -0.082
H 14.323 -13.887 -4.655 0.065
H 12.966 -14.849 -4.301 0.083
H 12.769 -13.187 -4.789 0.075
H 14.009 -12.829 -2.312 0.108
H 12.312 -13.532 -2.410 0.117
H 15.956 -17.601 -2.173 0.109
H 16.422 -17.843 -0.520 0.122
H 14.244 -19.290 -1.245 0.082
H 13.763 -17.979 -0.090 0.079
H 13.524 -17.936 -1.655 0.076
H 17.720 -13.718 -1.000 0.094
H 17.405 -12.540 0.294 0.120
H 18.657 -14.362 1.245 0.080
H 16.992 -14.777 1.789 0.083
H 17.702 -15.522 0.421 0.066
C 11.993 -11.450 -9.778 -0.139
C 12.680 -11.945 -8.511 -0.129
O 11.926 -11.373 -7.481 0.056
C 10.681 -11.089 -8.012 -0.520
O 9.701 -10.815 -7.321 0.101
O 10.708 -11.189 -9.333 0.074
H 11.886 -12.135 -10.619 0.136
H 12.513 -10.621 -10.259 0.123
H 13.744 -11.715 -8.459 0.137
H 12.616 -13.033 -8.481 0.134
C 13.518 -17.470 -13.114 -0.085
C 13.712 -18.619 -12.119 -0.128
O 13.554 -19.722 -12.920 0.079
C 13.229 -19.437 -14.153 -0.675
O 13.104 -20.259 -15.000 0.143
O 13.237 -18.165 -14.289 0.088
H 14.456 -16.915 -13.123 0.133
H 12.647 -16.822 -13.017 0.136
H 12.963 -18.628 -11.327 0.134
H 14.689 -18.677 -11.639 0.127
C 16.886 -23.267 -10.914 -0.156
C 17.273 -22.041 -11.644 -0.127
O 17.752 -22.670 -12.795 0.081
C 17.110 -23.794 -12.997 -0.543
O 16.952 -24.278 -14.141 0.083
O 16.512 -24.226 -11.868 0.091
H 16.033 -23.008 -10.286 0.132
H 17.696 -23.633 -10.284 0.138
H 18.051 -21.431 -11.185 0.137
H 16.501 -21.283 -11.775 0.138

***

95
Properties=species:S:1:pos:R:3:lowdin_charge:R:1 method="wB97M-V/def2-TZVPD" homo_ev=-9.58 total_charge=+1
C -2.146 -1.691 1.444 -0.284
C -2.529 -1.122 -0.852 -0.330
C -3.417 -2.278 1.566 -0.042
C -3.902 -1.461 -0.661 -0.034
C -4.300 -2.115 0.494 -0.057
H -3.674 -2.838 2.461 0.115
H -4.606 -1.212 -1.441 0.110
H -5.332 -2.446 0.604 0.116
N -1.727 -1.101 0.296 0.040
P 0.199 -0.531 2.496 1.185
P -0.211 -0.946 -2.435 1.138
C -1.193 -1.724 2.649 -0.256
H -1.764 -1.544 3.578 0.091
H -0.798 -2.755 2.737 0.096
C -1.987 -0.892 -2.148 -0.220
H -2.684 -0.633 -2.956 0.082
C 0.772 0.484 -3.310 -0.590
C -0.253 -2.571 -3.416 -0.618
C -0.415 0.917 3.586 -0.666
C 1.593 -1.446 3.426 -0.666
C 1.540 1.420 -2.352 -0.098
H 2.253 0.905 -1.696 0.001
H 2.100 2.143 -2.972 0.103
H 0.875 2.001 -1.705 0.050
C 1.789 -0.035 -4.342 -0.077
H 2.556 -0.678 -3.897 0.085
H 1.309 -0.559 -5.173 0.071
H 2.303 0.838 -4.777 0.098
C -0.250 1.356 -4.019 -0.095
H 0.285 2.159 -4.550 0.105
H -0.890 0.817 -4.725 0.087
H -0.884 1.822 -3.265 0.030
C 1.120 -3.143 -3.804 -0.079
H 1.774 -3.234 -2.932 0.080
H 0.987 -4.159 -4.217 0.093
H 1.640 -2.565 -4.568 0.057
C -0.960 -3.659 -2.601 -0.075
H -0.471 -3.868 -1.643 0.093
H -2.000 -3.413 -2.395 0.073
H -0.957 -4.578 -3.193 0.093
C -1.099 -2.194 -4.653 -0.086
H -2.092 -1.824 -4.373 0.062
H -0.618 -1.414 -5.258 0.064
H -1.270 -3.073 -5.287 0.099
C 2.729 -0.458 3.719 -0.106
H 3.562 -1.005 4.184 0.097
H 3.111 -0.002 2.794 0.018
H 2.443 0.334 4.420 0.060
C 2.125 -2.539 2.491 -0.096
H 1.389 -3.337 2.342 0.083
H 2.406 -2.145 1.509 0.046
H 3.020 -2.992 2.944 0.098
C 1.162 -2.131 4.733 -0.083
H 0.360 -2.861 4.573 0.078
H 2.033 -2.672 5.131 0.097
H 0.846 -1.431 5.510 0.056
C -1.869 1.234 3.201 -0.090
H -2.561 0.438 3.509 0.085
H -2.166 2.161 3.710 0.096
H -1.975 1.398 2.126 0.042
C 0.478 2.127 3.266 -0.099
H 0.431 2.390 2.204 0.033
H 0.111 2.989 3.845 0.096
H 1.526 1.964 3.540 0.069
C -0.363 0.655 5.101 -0.089
H -0.941 -0.230 5.397 0.083
H 0.659 0.582 5.496 0.071
H -0.824 1.524 5.602 0.096
Be -0.318 -0.102 0.163 0.002
C 0.756 -1.099 -0.834 -0.416
O 1.739 -1.801 -0.688 -0.056
N -0.489 1.613 0.219 0.216
C -0.869 2.761 0.173 0.094
C -2.030 3.590 -0.501 -0.547
C -2.668 2.724 -1.578 -0.049
C -3.133 3.790 0.523 -0.045
C -1.501 4.844 -1.174 -0.035
H -1.957 2.546 -2.386 0.046
H -2.960 1.742 -1.175 0.085
H -3.561 3.228 -1.998 0.124
H -2.796 4.181 1.489 0.097
H -3.919 4.443 0.125 0.104
H -3.601 2.812 0.688 0.091
H -2.336 5.510 -1.416 0.101
H -0.766 5.384 -0.568 0.096
H -1.015 4.568 -2.121 0.092
C 4.752 1.886 0.636 -0.400
S 3.647 0.509 0.304 0.760
C 4.780 -0.530 -0.631 -0.369
H 5.639 1.518 1.160 0.043
H 4.209 2.593 1.271 0.032
H 5.028 2.373 -0.306 0.042
H 5.765 -0.053 -0.678 0.044
H 4.854 -1.498 -0.118 0.040
H 4.390 -0.687 -1.644 0.027